Entry 1:
9
Properties=species:S:1:pos:R:3:lowdin_charge:R:1 method="wB97M-V/def2-TZVPD" de_lowest_kcal_mol=31.3 charge=-1 lumo_ha=0.1316 gap_ha=0.286
C -1.390 -0.466 0.573 -0.62
C 0.822 -0.657 0.051 -0.56
C 0.821 0.790 -0.451 -0.52
N -0.281 -1.219 0.495 0.01
O 1.552 1.686 -0.064 -0.08
O 1.898 -1.227 -0.214 -0.01
S -1.378 1.150 0.150 0.67
H -2.422 -0.682 0.890 0.03
H 0.377 0.624 -1.429 0.08


Entry 2:
41
Properties=species:S:1:pos:R:3:lowdin_charge:R:1 method="wB97M-V/def2-TZVPD" de_lowest_kcal_mol=23.4 charge=-1 lumo_ha=0.0971 gap_ha=0.364
F 0.049 0.088 0.027 -0.56
C 1.613 2.290 -1.629 -0.10
C 1.163 3.077 -0.402 -0.24
O 0.824 4.335 -0.789 0.16
C 0.522 4.349 -2.034 -0.53
O 0.023 5.257 -2.652 0.15
O 0.896 3.074 -2.540 0.00
F 2.284 3.008 0.559 -0.04
H 1.229 1.183 -1.648 0.15
H 2.575 2.401 -2.152 0.14
H 0.169 2.619 0.112 0.20
C 2.903 -0.747 0.956 -0.08
C 2.147 -0.391 2.208 -0.34
O 3.180 -0.048 3.112 0.12
C 4.416 -0.205 2.504 -0.55
O 5.420 -0.154 3.126 0.16
O 4.260 -0.720 1.289 0.09
F 1.444 -1.439 2.683 0.07
H 2.709 0.111 0.410 0.09
H 2.553 -1.794 0.544 0.19
H 1.561 0.440 2.024 0.12
C -2.718 0.459 1.622 -0.05
C -3.291 -0.191 0.405 -0.27
O -4.037 0.857 -0.081 0.14
C -3.682 2.047 0.431 -0.52
O -3.999 3.158 -0.089 0.08
O -2.822 1.842 1.382 0.12
F -4.183 -1.218 0.736 0.04
H -1.723 0.292 1.740 0.09
H -3.181 0.178 2.511 0.13
H -2.715 -0.501 -0.406 0.14
C -0.885 -3.376 -0.401 -0.01
C -0.248 -2.796 -1.667 -0.30
O -1.042 -3.240 -2.683 0.23
C -1.893 -4.006 -2.231 -0.71
O -2.701 -4.636 -2.941 0.09
O -1.970 -4.077 -0.980 0.13
F 1.021 -3.280 -1.781 0.07
H -1.316 -2.552 0.171 0.13
H -0.284 -4.053 0.035 0.11
H -0.270 -1.661 -1.466 0.16